DFT (ωB97M-V/def2-TZVPD) results for the molecule C7H12O2.

Summary:
- highest occupied orbital energy (eV) = -9.43
- HOMO-LUMO gap (eV) = 10.067
- E_LUMO (eV) = 0.6
- SMILES = CCC(=O)[C@@H](C)C(C)=O

Structure (ORCA input):
```
! RIJCOSX wB97M-V def2-TZVPD def2/J DEFGRID3
* xyz 0 1
O 1.71 -0.67 -1.35
O -1.31 0.90 1.33
C 1.38 -0.95 1.01
C 1.13 -0.33 -0.34
C -0.91 0.73 0.19
C 1.00 2.37 0.32
C -1.67 -0.40 -0.75
C 0.34 1.21 -0.40
C -1.41 -1.87 -0.48
H 0.51 -0.90 1.66
H -1.19 -2.05 0.57
H 1.99 2.56 -0.10
H 0.40 3.28 0.21
H -2.29 -2.46 -0.77
H -2.70 -0.18 -0.44
H 0.25 1.37 -1.47
H -0.60 -2.24 -1.12
H 1.11 2.18 1.39
H 1.68 -1.99 0.86
H 2.20 -0.42 1.49
H -1.63 -0.15 -1.81
*
```

These are the Mulliken partial charges, in e, on atoms 1 to 6:
1. O -0.5485
2. O -0.5848
3. C -1.2088
4. C 0.6075
5. C 0.1788
6. C -1.4747